[1]
Density functional theory data (wB97M-V/def2-TZVPD) for C42H39F2N5O2PtSe2Te as an isolated structure.

Geometry as XYZ:
```
94
Properties=species:S:1:pos:R:3:forces:R:3:lowdin_charge:R:1
Pt -0.79713 -2.31182 1.23933 0.3214 -1.2809 0.1586 0.948
Se -0.55141 -5.40708 3.57830 -0.1809 0.4754 0.5744 0.906
Se -1.34327 -4.43863 -0.22735 0.3865 -0.1245 0.6310 0.806
C 0.28073 -4.89226 0.60879 -1.9838 4.7917 0.7445 -0.783
C 1.10003 -5.82246 0.09021 2.0994 -2.0876 1.5755 -0.091
C 2.23476 -6.02234 0.89928 0.0334 1.0366 -0.6143 -0.029
C 2.62387 -5.06139 1.81268 2.9977 -2.5490 -0.4476 0.019
C 2.00972 -3.74676 1.90621 0.5986 -0.3543 -0.0005 -0.451
N 0.66592 -3.91756 1.57401 -3.8810 -0.6040 -1.6661 -0.233
C -1.88946 -4.04429 3.89858 0.9082 -1.5126 -1.8257 -0.652
C -2.86119 -4.37082 4.87850 0.4934 1.3006 0.1684 -0.068
C -3.97877 -3.53202 4.96819 -0.2287 -1.2330 -0.3758 -0.071
C -4.23027 -2.56190 4.06941 1.6183 0.3262 -0.3568 0.035
C -3.10074 -2.18871 3.16448 0.6660 2.5411 0.2160 -0.255
N -2.02314 -3.10574 3.00134 0.3830 -0.7708 0.7621 -0.068
H 0.91506 -6.61962 -0.59740 -0.7647 0.2674 -0.6890 0.123
H 2.76536 -6.88764 0.56726 0.9551 -0.4000 0.8250 0.115
H 3.60009 -5.21531 2.32965 -0.9589 0.1254 -0.2866 0.143
H 2.24993 -3.34995 2.87421 -0.8088 0.2769 0.7705 0.143
H -2.69638 -5.16146 5.58802 0.0466 -0.2147 -0.0369 0.106
H -4.71770 -3.88041 5.62900 -1.0300 0.0627 0.9582 0.107
H -5.11748 -1.97747 4.07665 -0.5605 0.3518 -0.0751 0.120
H -3.34827 -1.94012 2.14552 -1.0885 -0.0068 -0.1847 0.114
F -1.01851 0.73069 6.59259 0.0121 -0.6011 0.4517 0.115
C -1.24972 0.41457 5.33036 1.4630 1.2302 -1.8529 -0.212
C -1.90370 -0.72756 4.91897 0.0793 1.0194 1.3825 0.043
C -2.32345 -0.83889 3.62971 -1.2118 -1.3165 -0.7818 -0.110
C -2.07100 0.15902 2.73625 0.7780 0.6454 -0.9897 -0.109
C -1.26468 1.25161 3.13283 -0.2519 -0.3402 -1.0852 -0.216
F -1.00265 2.23781 2.24630 -0.3727 -0.4590 0.3016 0.011
C -0.72428 1.35036 4.36616 -1.4419 -0.8990 1.6810 0.108
C -2.60590 0.11722 1.36684 -0.5825 0.0440 -0.5241 -0.262
C -3.62719 0.97851 1.03846 -0.5668 -0.4813 -1.0728 0.018
C -4.10966 0.90641 -0.29168 -0.3477 0.3684 -0.8790 -0.003
C -3.53070 0.09820 -1.27339 -0.0786 0.6758 2.0291 -0.022
C -2.52704 -0.76659 -0.80038 1.0309 -0.1017 -1.1244 -0.317
N -2.12272 -0.81040 0.48073 -0.1025 0.6582 1.0222 -0.009
H -2.27163 -1.42901 5.60988 -0.1282 -0.7620 1.0823 0.119
H -0.14634 2.21843 4.61835 0.1764 0.1178 0.3595 0.138
H -4.08988 1.63053 1.78464 0.3730 -0.1757 -0.3798 0.140
H -4.92276 1.55398 -0.66519 0.5071 -0.1659 0.6270 0.131
H -3.71182 0.30739 -2.32365 -0.1405 -0.5441 0.3261 0.112
H -0.90417 -1.90173 -1.29447 0.3381 0.1724 -0.2705 0.057
C -3.37909 -2.18253 -3.52051 -1.1251 0.8070 0.3266 0.014
C -2.02032 -1.81091 -3.04588 2.4181 0.5237 -0.6553 -0.451
O -1.05214 -1.84257 -3.78639 -1.2153 -0.4537 0.8280 0.104
N -1.73338 -1.47009 -1.67446 -1.5127 -0.3783 -0.4933 0.128
Te 0.30202 1.86779 -0.50855 -0.7576 -0.1424 -0.3428 1.490
C 0.95217 1.22156 -2.40979 -1.0140 -0.1739 -0.6689 -0.422
C 2.27708 0.82960 -2.55623 -0.1452 -1.0851 -0.5513 -0.312
C 3.17263 0.62887 -1.37125 0.3718 -0.8104 0.0534 -0.072
C 2.72139 0.39805 -3.81300 -0.8561 -0.1339 -1.0443 0.002
C 1.85405 0.27282 -4.94186 -0.2914 0.6685 3.1203 -0.224
C 2.37709 -0.16569 -6.27603 0.1625 0.0228 1.5038 -0.040
C 0.47227 0.56681 -4.68852 2.5653 0.2000 0.6874 -0.015
C -0.00355 1.05664 -3.47565 1.8691 -0.5669 1.6094 -0.322
C -1.43703 1.43758 -3.32395 -1.4341 1.2581 -0.3530 -0.109
C 1.42461 3.63695 -0.23071 0.2334 -0.4280 -0.5812 -0.404
C 1.48378 4.65725 -1.20731 0.2773 -0.4578 -0.0938 -0.275
C 1.00742 4.58420 -2.64768 -3.3423 -0.1641 1.5864 -0.043
C 2.21432 5.78704 -0.90435 1.0552 0.9300 0.2868 -0.020
C 2.95526 5.94737 0.27514 -0.7676 -1.4734 0.0885 -0.265
C 3.97069 6.99805 0.51288 1.9737 -0.1446 1.1007 -0.063
C 2.82267 4.93587 1.23803 0.2249 -0.7408 0.2994 0.002
C 2.13580 3.70615 0.97096 -0.0524 2.6798 0.1039 -0.318
C 2.19311 2.58787 1.93524 0.1984 -0.9896 1.6082 -0.117
H -4.20323 -1.75157 -2.92804 0.3454 -0.8580 0.1883 0.079
H -3.41166 -3.25575 -3.66488 -0.1906 -0.2917 0.4948 0.100
H -3.58783 -1.79794 -4.50486 0.5134 0.3412 -0.5255 0.093
H 3.13359 -0.38598 -0.89452 -0.6691 0.9177 -0.4519 0.076
H 2.97228 1.37765 -0.64145 0.1573 0.4083 0.7125 0.005
H 4.20986 0.66488 -1.63456 0.7084 0.4538 -0.4148 0.078
H 3.76239 0.09506 -3.89001 -0.0611 0.0113 -0.1694 0.113
H 3.32136 -0.73810 -6.11642 -0.7693 0.4543 -0.5408 0.097
H 2.51892 0.75684 -6.81182 0.4127 0.0854 -0.7539 0.082
H 1.58646 -0.74103 -6.71243 -0.0629 -0.5395 -0.7530 0.071
H -0.14892 0.44571 -5.50910 -1.5286 -0.2487 -1.3176 0.094
H -2.03469 0.89105 -4.09556 0.2991 0.7119 0.4779 0.095
H -1.37522 2.51766 -3.54691 -0.6433 -0.1654 -0.6007 0.079
H -2.06366 1.53816 -2.37173 1.7960 -0.9231 -0.9293 0.046
H 1.63705 4.08685 -3.29729 1.9020 -0.8677 -1.1622 0.055
H 0.83485 5.60415 -2.97356 -0.0497 -0.0021 -0.3254 0.078
H 0.04060 3.98419 -2.79694 1.0206 1.0003 0.5907 0.075
H 2.31635 6.58718 -1.63718 -0.1152 -0.2430 -0.0874 0.122
H 3.93286 7.93497 -0.00151 -0.7882 0.5661 -0.3450 0.067
H 5.02407 6.66848 0.27132 -1.0849 -0.2423 0.0125 0.106
H 4.04545 7.16555 1.60207 -0.1724 0.3071 -0.4176 0.082
H 3.33933 5.07895 2.22151 -0.4074 -0.3547 -0.9757 0.126
H 2.98139 2.69660 2.73028 -0.8167 0.1696 -0.7734 0.105
H 2.43473 1.71132 1.36836 0.6105 -0.7077 -0.2992 0.019
H 1.25096 2.21630 2.40983 0.5768 1.0314 -0.2293 0.051
O 2.10833 -2.54345 -1.26677 -0.2509 0.3988 -0.2867 0.189
C 2.34349 -2.65309 -0.13566 -0.1282 -0.4930 -1.7542 -0.359
N 2.65752 -2.82814 0.99944 1.0060 0.6300 1.0897 0.194
```
Forces are in eV/Å.

The calculation puts the HOMO-LUMO gap (spin up / spin down) at 6.683 / 3.817 eV. As for the multiplicity: 6. The highest occupied orbital energy (spin up / spin down) comes out at -9.2 / -9.2 eV. Its total charge is +1.

***

[2]
Density functional theory data (wB97M-V/def2-TZVPD) for C42H40AgClN4O2P2S2Se as an isolated structure.

Geometry as XYZ:
```
95
Properties=species:S:1:pos:R:3:forces:R:3:lowdin_charge:R:1
Ag 0.38568 -0.05354 -0.09564 0.1369 0.0843 -0.3312 0.474
C 3.16685 -2.05049 -2.55968 -0.1247 0.0758 0.1359 -0.274
P 1.78221 -0.85934 -2.38398 0.4990 0.3002 -0.4082 0.883
C 2.53332 0.51779 -3.38341 -0.0739 -0.0593 0.1579 -0.270
C 0.58947 -1.42563 -3.65739 -0.1262 0.0336 0.1507 -0.388
C 0.90151 -2.35445 -4.64824 0.0418 -0.0691 0.0168 -0.084
C -0.01309 -2.67379 -5.63708 0.0052 -0.0487 -0.0402 -0.076
C -1.25859 -2.06266 -5.65783 -0.0319 0.0309 -0.0087 -0.078
C -1.59327 -1.15932 -4.66385 0.0214 -0.0696 -0.0146 -0.097
C -0.68766 -0.84689 -3.65064 -0.0114 -0.0610 0.0584 -0.403
P -1.14931 0.31438 -2.31121 -0.4199 0.0421 -0.2245 0.872
C -1.14738 1.86719 -3.31878 0.0169 -0.0462 0.2466 -0.258
C -2.96189 -0.01600 -2.16612 0.2106 -0.0018 0.0395 -0.262
H 3.67742 -1.94892 -3.51883 -0.0316 -0.0601 -0.0225 0.039
H 2.80518 -3.06817 -2.42493 0.0132 -0.0621 0.0469 0.037
H 3.86559 -1.83352 -1.75206 0.0078 -0.0551 0.0086 0.042
H 2.68908 0.22518 -4.42299 0.0512 0.0108 0.0016 0.042
H 3.49152 0.76997 -2.92480 0.0041 0.0463 -0.0297 0.036
H 1.90114 1.40487 -3.34794 0.0085 0.0138 0.0016 0.009
H 1.86683 -2.84541 -4.64589 -0.0019 0.0431 -0.0123 0.095
H 0.24511 -3.39917 -6.39834 0.0125 -0.0039 0.0127 0.105
H -1.96732 -2.29271 -6.44322 -0.0064 -0.0246 0.0212 0.104
H -2.57384 -0.69937 -4.67684 0.0023 -0.0204 -0.0038 0.094
H -1.93999 1.83698 -4.06790 0.0149 0.0075 -0.0280 0.042
H -0.18637 1.94319 -3.82486 0.0040 0.0508 -0.0036 0.024
H -1.27604 2.74605 -2.68673 -0.0193 0.0302 -0.0320 0.008
H -3.54184 0.36680 -3.00593 0.0025 -0.0231 -0.0269 0.036
H -3.33042 0.44172 -1.25105 -0.0704 0.0235 0.0363 0.013
H -3.10303 -1.09470 -2.08382 -0.0305 0.0099 0.0038 0.040
S -4.06709 3.85494 -1.58717 -0.1395 -0.0007 0.2440 1.043
C -5.48014 4.80692 -1.76632 0.1392 -0.0452 -0.0741 -0.412
C -6.17439 4.90033 -0.60299 -0.0914 0.0184 -0.0424 -0.184
C -5.55973 4.18702 0.45507 0.1688 -0.0324 0.1218 -0.122
C -4.39843 3.56189 0.09228 -0.1719 0.1467 -0.3373 -0.465
C -3.54337 2.69345 0.89940 0.1328 -0.1436 0.2071 -0.193
C -2.34486 2.16470 0.37888 -0.0158 0.0769 0.0383 -0.161
N -1.57748 1.30562 0.99974 -0.2617 0.0536 0.1372 0.032
C -1.90773 0.93046 2.24688 -0.2487 0.1255 -0.0035 -0.162
C -3.04368 1.44989 2.90188 0.1577 -0.0644 -0.1298 -0.131
C -3.31977 1.07059 4.25394 -0.0062 -0.0812 0.1422 -0.025
C -2.50019 0.22374 4.91150 -0.1310 0.0815 0.0238 -0.017
C -1.34557 -0.33258 4.27343 0.1213 0.0482 -0.2957 -0.133
C -0.47853 -1.21284 4.93384 0.1554 -0.1227 -0.0928 0.024
C 0.62285 -1.72284 4.27932 -0.2720 0.2139 0.0631 -0.179
C 0.81560 -1.33004 2.93414 0.1029 -0.0983 0.0519 -0.038
N 0.00500 -0.52511 2.28732 -0.0406 -0.0098 0.0098 0.088
C -1.05667 -0.00482 2.93548 0.0856 -0.1828 0.3514 -0.159
C 1.57634 -2.61832 4.92384 0.2097 -0.1245 0.4082 -0.472
C 2.47797 -3.46565 4.34346 -0.0903 0.0762 -0.0131 -0.093
C 3.25793 -4.17161 5.29506 0.0384 -0.0368 0.1111 -0.172
C 2.94536 -3.85329 6.57886 -0.1123 0.0839 0.1296 -0.425
S 1.69280 -2.68776 6.65845 0.0646 -0.0347 -0.2430 1.024
C -3.87146 2.32383 2.18923 0.0808 0.0630 -0.1576 0.054
H -5.71494 5.24188 -2.72423 -0.0113 0.0135 0.0204 0.065
H -7.10102 5.44575 -0.50067 0.0194 0.0255 -0.0114 0.104
H -5.96141 4.15142 1.45743 -0.0218 -0.0206 -0.0105 0.108
H -1.99730 2.48197 -0.59958 -0.0043 -0.0252 -0.0449 0.062
H -4.19735 1.48518 4.73494 0.0071 -0.0132 0.0234 0.114
H -2.70042 -0.05830 5.93813 -0.0206 0.0162 0.0003 0.117
H -0.68469 -1.49739 5.95939 -0.0438 0.0197 0.0113 0.104
H 1.66611 -1.70280 2.37376 -0.0450 0.0624 0.0398 0.097
H 2.55781 -3.60256 3.26969 0.0258 0.0482 0.0958 0.075
H 4.01887 -4.89124 5.03038 -0.0069 -0.0008 -0.0107 0.104
H 3.37100 -4.23142 7.49454 0.0413 -0.0378 -0.0423 0.060
H -4.76490 2.70577 2.66746 -0.0219 -0.0174 -0.0061 0.120
Cl -2.03838 -6.28636 -3.05374 -0.0412 -0.0558 -0.0564 0.640
C -0.97288 -5.42953 -1.97711 0.0210 0.0168 0.0631 -0.678
C 0.25319 -5.98068 -1.64431 -0.0100 -0.0411 0.0125 -0.104
C 1.09703 -5.28260 -0.79331 0.0356 0.0114 0.0292 -0.024
C 0.74124 -4.03077 -0.30613 0.1457 0.2984 0.0763 -0.132
C -0.50889 -3.51406 -0.62970 0.0512 -0.0054 -0.0120 -0.038
C -1.37689 -4.21336 -1.45491 0.0046 0.0791 -0.0449 -0.111
C 1.73043 -3.22733 0.54321 -0.0506 0.2648 -0.2403 -0.640
O 2.34215 -3.84254 1.42747 0.0515 -0.1807 -0.2760 -0.017
O 1.85308 -1.99425 0.25885 -0.1617 -0.7536 0.2202 -0.190
H 0.53327 -6.94963 -2.03554 0.0050 0.0204 -0.0248 0.102
H 2.04739 -5.70703 -0.49457 0.0041 0.0174 -0.0194 0.119
H -0.81146 -2.56120 -0.21029 0.0216 0.0743 -0.0657 0.089
H -2.35119 -3.81787 -1.71097 -0.0033 0.0001 0.0215 0.097
C 1.70602 5.47158 -0.31551 -0.1727 0.0501 -0.0902 -0.051
N 2.81473 4.79810 0.32108 0.1430 -0.2161 0.1809 -0.135
C 4.11793 5.24475 0.40264 0.0755 0.0540 -0.0196 -0.050
C 4.82100 4.30441 1.06587 0.0784 0.0465 -0.0268 -0.049
N 3.94462 3.28852 1.38655 -0.1241 0.1584 -0.0909 -0.131
C 4.25821 2.06629 2.09552 0.0055 -0.2297 0.0930 -0.036
C 2.70654 3.59044 0.93157 0.0903 0.1101 -0.0375 -0.729
Se 1.17120 2.60837 1.14207 -0.1666 -0.0707 -0.1336 0.666
H 1.96545 6.51236 -0.49498 0.0787 -0.0206 0.0240 0.090
H 0.83396 5.41064 0.33256 0.0141 0.0235 0.0047 0.065
H 1.45686 4.98544 -1.25947 0.0209 0.0043 0.0102 0.091
H 4.42967 6.18922 -0.00561 -0.0183 -0.0126 -0.0137 0.119
H 5.86041 4.27561 1.33903 -0.0125 -0.0238 0.0022 0.120
H 5.21372 2.17723 2.60227 0.0129 0.0593 -0.0379 0.091
H 4.30027 1.22172 1.40731 -0.0105 0.0225 -0.0069 0.099
H 3.47396 1.86573 2.82339 0.0131 0.0200 -0.0086 0.069
```
Forces are in eV/Å.

The calculation puts the HOMO-LUMO gap at 6.829 eV. As for the multiplicity: 1. The energy above the lowest of the compared OMol25 structures with the same formula, charge and spin comes out at 0.0 kJ/mol. The highest occupied orbital energy comes out at -7.2 eV.

***

Number 1: total energy -7437.57055 Ha. Number 2: total energy -6481.73570 Ha.